13
Properties=species:S:1:pos:R:3 method="wB97M-V/def2-TZVPD" e_homo_ha=-0.335 largest_force_ev_per_a=4.663 orbital_gap_ev=9.98 de_lowest_kcal_mol=48.4 spin_multiplicity=1
F -1.2038 0.3859 1.8628
F 1.0129 0.3308 1.5550
N 0.0559 -0.4065 -0.8877
N -1.3758 1.5945 -0.9161
C -0.2399 0.9416 1.1276
C -0.5063 0.7284 -0.3178
C 0.7836 -1.3891 -0.1823
H -0.0290 2.1187 1.2808
H 0.1343 -0.4165 -1.8688
H 0.6951 -1.1947 0.9686
H 0.5988 -2.5986 -0.3601
H 1.8733 -1.2826 -0.3871
H -1.7991 1.1880 -1.8749



13
Properties=species:S:1:pos:R:3 method="wB97M-V/def2-TZVPD" e_homo_ha=-0.400 largest_force_ev_per_a=5.161 orbital_gap_ev=11.76 de_lowest_kcal_mol=19.3 spin_multiplicity=1 smiles=C[C@@H](O)OC(F)F
F 2.8238 0.3592 0.8608
F 2.2570 -0.7581 -0.9430
O -0.7394 1.0957 -0.9254
O 0.7225 0.0400 0.5286
C -0.3832 -0.1751 -0.3199
C 1.9129 0.1882 -0.0915
C -1.6661 -0.6291 0.5866
H -2.5863 -0.1463 0.2010
H 1.8306 1.1366 -0.7812
H -1.3946 -0.2847 1.6189
H -0.2162 -0.8868 -1.1434
H -1.9208 -1.7331 0.6452
H -0.6403 1.7934 -0.2365



12
Properties=species:S:1:pos:R:3 method="wB97M-V/def2-TZVPD" e_homo_ha=-0.340 largest_force_ev_per_a=4.922 orbital_gap_ev=10.05 de_lowest_kcal_mol=39.7 spin_multiplicity=1
S 2.6395 0.3215 -0.8312
F -1.1870 -0.0322 2.4713
F -0.4728 1.1525 -0.7870
C -0.8039 -1.2227 -0.1855
C -0.8632 0.7621 1.4794
C -0.7102 0.3020 0.2378
H 2.8515 1.4622 -1.3737
H -0.6687 1.7533 1.9170
H -0.4999 -1.7597 0.6445
H 1.9027 -0.0780 -1.9626
H -1.8792 -1.2747 -0.4513
H -0.3088 -1.3864 -1.1587



20
Properties=species:S:1:pos:R:3 method="wB97M-V/def2-TZVPD" e_homo_ha=-0.427 largest_force_ev_per_a=3.963 orbital_gap_ev=10.61 de_lowest_kcal_mol=0.0 spin_multiplicity=1
K -0.6930 2.7328 0.5800
P -0.6457 0.0074 3.5366
F 0.3052 -1.2350 4.0110
F -1.6095 1.2359 2.9327
F -1.0725 0.4414 5.0459
F 0.5607 1.1081 3.6031
F -0.2658 -0.2386 1.9386
F -1.9343 -1.0022 3.3777
O 0.0561 0.8196 -1.0227
O -0.1438 -1.3195 -2.0622
O 1.3287 0.1081 -2.9158
C 2.0151 1.3094 -3.2283
C -1.0269 -2.0096 -1.2292
C 0.3100 -0.0326 -1.9059
H -1.6933 -1.3590 -0.6627
H 1.5568 2.0896 -2.6205
H 1.9648 1.4615 -4.3065
H 3.0317 1.1379 -2.8745
H -1.5695 -2.7763 -1.7822
H -0.4748 -2.4791 -0.4151



13
Properties=species:S:1:pos:R:3 method="wB97M-V/def2-TZVPD" e_homo_ha=-0.389 largest_force_ev_per_a=5.633 orbital_gap_ev=10.84 de_lowest_kcal_mol=23.2 spin_multiplicity=1
F 1.4588 -0.9349 -3.0496
O -2.1906 1.1828 0.2974
O -1.5286 0.1219 -1.5519
N 0.8240 -0.1833 -0.4293
C -1.3621 0.6104 -0.2561
C -0.0481 0.0857 0.4179
C 0.0046 0.0231 1.9537
H 1.4661 -0.4448 -2.3101
H -0.6968 -0.1910 -2.0032
H -0.0602 0.9962 2.2766
H 1.7966 -0.4928 -0.1485
H 1.0487 -0.1233 2.4168
H -0.7126 -0.6501 2.3861



13
Properties=species:S:1:pos:R:3 method="wB97M-V/def2-TZVPD" e_homo_ha="-0.293 / -0.328" largest_force_ev_per_a=5.131 orbital_gap_ev="7.44 / 8.60" de_lowest_kcal_mol=99.2 spin_multiplicity=1
F 1.4072 -0.5368 1.3278
O -0.2945 1.9876 -0.1773
O 1.8267 1.8237 0.7061
N -0.6023 -0.8734 0.3845
C 0.5242 -0.1113 0.4825
C -1.4945 -0.6674 -0.7543
C 0.6135 1.3540 0.2940
H 2.2534 1.2265 1.2349
H 1.6305 -0.7079 -1.1876
H -0.6235 -1.8026 0.6590
H -1.4213 0.4199 -0.9516
H -1.2606 -1.3756 -1.5140
H -2.5587 -0.7367 -0.5041